Record 1
156
Properties=species:S:1:pos:R:3:forces:R:3:mulliken_charge:R:1 method="wB97M-V/def2-TZVPD" total_charge=0 gap_ev=7.378 lumo_ev=-0.540 smiles="CCCCCCCCCCCCCCC[C@@](C#N)([C@](Br)(C#N)S(C)(=O)=O)P(=O)(O)O.c1cc[nH]c1.c1cc[nH]c1.c1cc[nH]c1.c1cc[nH]c1.c1cc[nH]c1.c1cc[nH]c1.c1cc[nH]c1.c1cc[nH]c1.c1cc[nH]c1" homo_energy_ev=-7.92 total_energy_ev=-176179.921
Br 3.223448 -3.226571 -2.005952 0.02 -0.05 -0.09 0.228
S 2.198032 -0.310807 -1.690367 0.21 0.46 -0.51 1.779
P 1.647289 -1.142723 1.750528 -0.07 0.20 -0.12 -0.067
O 2.361138 0.843627 -0.864611 -0.01 -0.14 0.34 -0.564
O 3.069142 -0.621404 2.217528 -0.37 -0.07 0.11 -0.534
O 2.865530 -0.346256 -2.959393 -0.13 -0.22 0.10 -0.681
O 0.717775 -0.099889 1.308927 0.10 -0.14 0.02 0.202
O 1.104687 -2.086960 2.911380 0.24 0.13 -0.13 -0.573
N 6.816006 1.089374 -4.233503 0.00 0.00 0.01 0.029
N 4.016065 -5.007625 -4.966534 -0.02 -0.06 0.07 0.137
N -5.617573 0.183120 -3.240530 0.00 -0.03 0.03 0.110
N 3.642696 -4.171742 1.563471 0.13 -0.22 0.02 -0.698
N -1.966519 -0.182815 -5.723647 0.04 0.02 0.01 0.304
N -1.242162 3.286811 -5.469224 -0.03 -0.20 0.03 0.188
N -3.689089 6.388525 2.442605 0.03 0.04 -0.05 0.128
N 5.238955 -0.954454 0.034308 0.46 0.17 0.04 -0.505
N 0.655306 2.736663 9.965844 0.02 0.00 -0.01 0.009
N 5.357520 -7.106217 0.122070 -0.04 0.02 -0.03 0.073
N -1.134468 5.980807 -0.029457 0.03 0.08 0.03 0.070
C 1.019324 1.441343 10.216469 -0.04 -0.02 -0.04 -0.487
C 4.212390 -1.296058 -0.333636 -0.54 -0.27 0.05 -0.415
C -0.376380 4.990028 0.534844 -0.08 0.00 0.02 -1.014
C -3.055964 -3.529121 0.410165 0.17 -0.11 -0.11 -1.070
C 0.016413 1.636964 5.392192 0.02 -0.05 0.09 -0.438
C 6.844161 2.507771 -2.538739 0.00 0.00 -0.01 -1.030
C -1.167010 1.458717 3.157733 -0.34 0.27 0.33 0.633
C 2.562279 2.827979 11.082857 0.00 -0.01 0.00 -0.384
C 5.059518 -7.900791 -0.952172 -0.06 0.08 0.04 -0.533
C -2.369788 3.765410 -4.849545 0.00 -0.05 -0.01 -0.613
C -5.779426 6.999956 2.057595 -0.01 -0.02 0.00 -0.516
C 0.497412 -0.608912 -2.005639 -0.16 -0.25 -0.16 -0.810
C 2.199895 1.464033 10.909012 0.01 0.01 -0.01 -0.536
C 5.654421 1.732727 -2.465982 -0.08 0.01 0.04 0.043
C -6.743434 0.443828 -2.508118 0.04 0.00 0.02 -0.526
C -0.127242 -1.566194 7.621641 0.22 0.03 0.04 -1.482
C 6.612668 -7.400731 0.574286 -0.02 0.01 0.00 -0.391
C -0.104974 4.066426 -0.439106 -0.01 -0.12 0.03 -0.444
C -0.393028 0.760755 6.592068 0.31 0.06 -0.35 -0.437
C -3.139448 -0.447445 1.170442 0.05 0.11 0.04 -0.989
C -4.025203 -2.476155 -0.128597 0.09 0.16 0.20 -1.380
C -4.161232 5.555183 1.463246 0.03 -0.08 0.02 -0.324
C -7.026820 1.777378 -2.638377 0.00 0.02 0.00 -0.740
C 2.892718 -1.778001 -0.745410 -0.06 -0.02 0.14 -0.394
C -1.162965 2.129519 4.533134 0.08 -0.20 -0.15 -1.202
C 3.919873 -4.868751 -6.324095 0.00 -0.01 0.01 -0.467
C 4.374822 -6.291324 -4.653487 0.00 0.03 -0.03 -0.203
C -5.180414 1.331047 -3.841562 0.06 -0.02 0.02 -0.541
C 7.123875 -8.395367 -0.216789 0.00 -0.01 -0.01 -0.547
C -0.725181 4.521563 -1.633941 0.01 -0.09 0.04 -0.290
C 4.222055 -6.079209 -6.887945 0.00 -0.01 0.01 -0.507
C -0.596338 -2.828438 0.524842 -0.22 -0.18 -0.24 1.051
C -2.424520 1.724338 2.337898 0.31 0.15 -0.19 -0.800
C 6.135637 -8.714323 -1.187530 0.03 0.01 0.00 -0.466
C -1.682669 -3.552106 -0.286578 0.03 0.37 0.07 -0.600
C -3.459051 -1.056763 -0.190244 -0.32 0.01 -0.06 0.643
C 2.061992 -2.393093 0.457055 0.30 -0.30 0.04 2.119
C -1.658865 -0.853763 -6.874356 0.01 -0.03 0.03 -0.439
C 0.785863 -3.189843 -0.021604 -0.15 0.06 0.10 -1.875
C -4.669705 7.272376 2.810142 0.01 -0.01 0.00 -0.568
C -6.034139 2.341026 -3.486498 0.01 0.02 0.03 -0.315
C -2.602955 -1.026409 -4.857233 0.01 0.00 0.20 -0.562
C 7.540170 2.086994 -3.640680 -0.02 0.00 0.01 -0.386
C -1.353145 5.704938 -1.349097 -0.03 -0.02 0.02 -0.827
C -2.261685 4.578069 -6.945214 -0.02 0.01 -0.01 -0.533
C 4.511627 -6.981958 -5.827405 -0.02 0.00 -0.02 -0.587
C -2.097870 -2.144294 -6.737954 0.00 0.00 0.01 -0.852
C 5.665305 0.865074 -3.524930 0.15 0.03 -0.13 -0.788
C -2.698450 -2.255778 -5.453430 0.04 0.01 -0.04 -0.678
C -1.170136 3.778979 -6.746993 -0.01 -0.02 0.01 -0.643
C -2.451017 0.909182 1.041250 -0.16 0.06 -0.09 0.512
C 0.559129 -0.408716 6.869258 -0.30 -0.09 0.24 0.089
C -3.022162 4.570213 -5.742571 0.00 -0.02 -0.02 -0.715
C 1.589457 3.587531 10.490954 -0.01 0.00 -0.01 -0.532
C -5.457403 5.907676 1.204029 -0.01 0.04 0.00 -0.781
C 2.969782 -3.380294 1.080961 -0.23 0.35 0.01 -0.184
H 1.405147 -0.062017 7.463880 0.13 0.08 -0.19 0.353
H 8.481767 2.410801 -4.049469 0.01 0.00 0.01 0.381
H 0.399674 -1.577566 -2.492447 -0.05 -0.02 0.01 0.334
H 0.266401 0.154427 -2.748698 -0.07 0.08 0.07 0.523
H -0.308944 1.821239 2.587819 0.09 -0.28 0.00 0.180
H -1.766258 -3.036669 -1.250359 0.02 -0.23 -0.13 0.235
H 3.649314 -3.926840 -6.769201 0.00 0.00 -0.01 0.364
H 7.034671 -6.879221 1.415880 0.01 0.00 0.00 0.383
H 1.482895 4.654740 10.400864 0.01 0.00 0.00 0.385
H 0.619828 2.479104 5.735295 0.04 -0.02 0.02 0.613
H 0.678359 1.040804 4.753123 0.04 0.06 -0.05 0.056
H -0.127260 -0.507487 -1.122866 0.14 0.05 0.11 -0.279
H 4.750026 -6.411038 0.521034 0.03 0.03 0.03 0.220
H -0.292555 -2.425528 6.971820 -0.13 0.03 -0.03 0.409
H -6.719566 7.522454 2.112935 0.00 0.00 0.00 0.396
H -4.307722 1.328534 -4.471893 -0.04 0.04 -0.06 0.492
H -3.148778 -3.134811 -5.022928 0.00 0.00 0.00 0.463
H -2.592462 -1.006540 -0.860934 0.08 -0.04 0.08 -0.524
H -7.245145 -0.336214 -1.961474 -0.01 0.00 0.00 0.423
H -4.495210 8.012953 3.571468 -0.01 0.00 0.00 0.427
H -5.958343 3.367940 -3.802793 0.00 0.00 0.00 0.515
H 4.513413 -6.600119 -3.630983 0.05 0.00 0.00 0.320
H -6.103671 5.436183 0.482879 0.00 0.00 -0.01 0.491
H 4.958574 0.118290 -3.838188 0.00 0.02 0.04 0.610
H 3.010009 0.318191 2.442237 0.26 0.10 -0.12 0.416
H -2.002501 -2.922185 -7.476347 0.00 0.00 0.00 0.404
H -7.855427 2.291617 -2.181210 0.00 0.00 0.00 0.435
H -4.388716 -2.770949 -1.117340 0.06 -0.03 -0.03 0.335
H 6.207608 -9.453933 -1.967266 0.00 0.00 -0.01 0.401
H -1.368844 -4.577759 -0.490998 -0.01 -0.03 0.03 0.577
H -4.081284 -0.307834 1.711656 -0.01 -0.08 0.02 0.754
H -1.055863 0.378727 3.312959 0.10 -0.03 -0.12 -0.198
H -0.102918 5.019541 1.576388 0.05 0.02 -0.01 0.436
H 0.749255 -3.149191 -1.106957 0.03 0.03 -0.02 0.366
H -1.119320 3.213232 4.403133 -0.12 0.03 0.03 0.257
H 7.152493 3.284314 -1.858891 0.00 0.00 0.00 0.388
H -2.108367 1.884228 5.025353 0.00 0.19 0.11 0.483
H -1.764097 0.784008 -5.542284 -0.13 0.09 -0.13 0.176
H -4.223846 -0.421054 -0.650053 0.11 0.05 -0.09 0.458
H 7.088669 0.592589 -5.060591 0.01 -0.01 0.00 0.176
H 0.950185 -0.778567 5.917489 0.13 0.01 0.04 0.088
H -1.393498 0.362604 6.404170 -0.04 0.01 0.08 0.383
H 4.109752 -7.821846 -1.453994 -0.02 -0.04 0.02 0.488
H 0.957832 -4.235896 0.226792 0.07 -0.03 -0.10 0.439
H -3.509180 -4.517059 0.315228 -0.11 0.03 0.05 0.429
H 4.878263 1.805750 -1.720685 0.02 -0.01 -0.02 0.581
H -2.927691 -0.677677 -3.889947 0.04 -0.01 0.02 0.723
H 0.408866 0.618295 9.884746 0.00 -0.01 0.01 0.530
H -1.090452 -1.256899 8.028915 -0.02 -0.02 0.02 0.359
H -5.179690 -0.715386 -3.329644 -0.05 -0.02 -0.08 0.179
H -4.897844 -2.444091 0.531260 -0.08 -0.10 -0.09 0.442
H -2.491612 5.112748 -7.851245 0.00 0.00 0.00 0.431
H -2.530042 -1.124753 1.777856 0.01 0.01 0.00 0.165
H 3.850659 -4.279947 -4.296904 0.06 0.06 -0.15 0.022
H -2.769336 6.348426 2.840588 -0.02 -0.05 0.05 0.232
H 8.097145 -8.844497 -0.112457 0.00 0.00 0.00 0.383
H 2.743897 0.600766 11.253625 0.00 0.00 0.00 0.410
H -2.969885 1.481083 0.265318 -0.03 -0.01 0.00 0.539
H -3.324959 1.535084 2.929852 -0.01 -0.03 0.01 0.614
H 3.436274 3.206055 11.585757 0.00 0.00 0.00 0.390
H -1.422835 0.765932 0.692967 -0.06 0.05 -0.03 -0.744
H 4.236670 -6.294881 -7.943073 0.00 0.00 0.00 0.396
H -3.942523 5.097739 -5.556456 -0.01 0.00 0.00 0.445
H -1.489632 6.785562 0.453659 -0.03 0.01 -0.03 0.220
H -2.606689 3.494277 -3.834266 -0.03 0.03 0.01 0.767
H -0.787174 -1.757150 0.474522 0.06 -0.01 0.18 -0.879
H -2.436239 2.787700 2.077616 -0.05 0.01 0.08 -0.249
H -2.905533 -3.360136 1.479576 -0.02 -0.07 0.02 0.446
H 0.465808 3.160335 -0.309523 0.04 0.01 0.00 0.876
H -0.170804 3.019816 9.472713 -0.02 0.00 0.02 0.221
H -0.353111 3.520421 -7.398261 0.01 0.02 0.00 0.457
H -0.427167 1.393845 7.481653 -0.32 -0.10 0.08 -0.155
H -1.158084 -0.359355 -7.688696 -0.01 0.00 -0.01 0.464
H -3.535766 4.787184 1.039526 -0.01 0.00 -0.02 0.494
H -1.939051 6.362478 -1.967887 0.01 0.00 -0.01 0.435
H -0.683125 -3.145330 1.563127 0.07 0.11 0.06 0.667
H -0.713379 4.030746 -2.591244 0.05 0.06 -0.04 0.548
H -0.563769 2.679253 -5.046729 0.13 0.16 0.04 0.191
H 0.483059 -1.922467 8.451720 -0.01 -0.01 0.02 0.325
H 4.789942 -8.018462 -5.917490 0.01 0.00 0.00 0.392
H 0.550144 -1.574974 3.516744 -0.12 -0.09 0.11 0.338


Record 2
17
Properties=species:S:1:pos:R:3:forces:R:3:mulliken_charge:R:1 method="wB97M-V/def2-TZVPD" total_charge=-1 gap_ev=5.645 lumo_ev=3.329 homo_energy_ev=-2.32 relative_energy_kcal_mol=6.2 total_energy_ev=-25997.568
S -0.903837 -1.724031 2.303517 0.10 -0.12 0.01 -0.153
S -0.242886 1.488620 0.271229 -0.07 0.09 0.04 -0.631
C 0.699527 0.554828 -2.212160 -0.01 0.00 0.08 -0.423
C 0.506040 -0.922893 -1.899392 0.02 -0.06 0.16 -0.942
C -1.565114 -0.152614 2.890240 -0.08 0.23 -0.02 -0.774
C 1.078456 1.359711 -0.964555 0.37 0.10 -0.13 -0.736
H 1.411208 2.354290 -1.287620 -0.16 0.03 0.00 0.236
H -0.216022 -1.027634 -1.088445 -0.05 0.04 -0.01 0.180
H -0.776664 0.564066 3.100751 0.09 -0.08 0.04 0.282
H 1.463718 0.677862 -2.993679 0.05 -0.02 0.05 0.307
H -2.222173 -0.304446 3.744109 -0.02 0.00 0.03 0.341
H 0.154985 -1.505582 -2.756107 0.06 0.04 -0.04 0.320
H -0.225654 0.980719 -2.605099 -0.10 -0.03 -0.04 0.237
H 1.976075 0.907455 -0.516304 -0.10 -0.10 -0.01 0.241
H 1.445021 -1.357856 -1.536267 -0.03 -0.02 -0.11 0.272
H -0.458759 -2.161613 3.490711 -0.03 -0.03 0.02 0.048
H -2.123927 0.269113 2.059068 -0.04 -0.06 -0.05 0.196